Version one
Here is an isolated molecule of C5H8S3 from OMol25. Energies are from ωB97M-V with the def2-TZVPD basis set.

```
16
Properties=species:S:1:pos:R:3
C 2.46392 -0.80082 0.82497
C 0.21820 -0.21644 -0.89135
C -1.60595 1.44225 0.20788
C -1.88340 0.14761 -0.44238
C -0.87676 -0.76950 -0.02144
H 3.49231 -1.42433 0.92267
H 2.68687 0.36405 1.00685
H 1.64077 -1.22860 1.40275
H -0.07885 -0.03552 -1.98265
H -2.14109 2.35159 -0.09767
H -1.27674 1.43538 1.36447
H -1.70980 0.43420 -1.47369
H -0.70538 -0.90452 1.03898
S 1.95613 -0.84311 -0.96981
S 0.23372 1.57266 -0.53681
S -2.41396 -1.52490 -0.35277
```

structure (SMILES): CS[C@@H]1SC[C@@H]2S[C@@H]12
E_HOMO: -8.7 eV
lowest unoccupied orbital energy: 0.45 eV
gap between HOMO and LUMO: 9.1 eV
2S+1: 1

And the Löwdin charges, in e, turn out to be: -0.410 -0.914 -0.310 -0.751 -0.689 0.079 0.060 0.006 0.077 0.071 0.119 0.076 0.103 0.726 0.798 0.962

Version two
Here is an isolated molecule of C5H8S3 from OMol25. Energies are from ωB97M-V with the def2-TZVPD basis set.

```
16
Properties=species:S:1:pos:R:3
C 2.75069 0.58333 0.23645
C 0.57604 -0.93914 0.20808
C -0.69880 -1.16707 -0.38163
C -2.63403 0.53291 -0.53032
C -0.34103 0.13656 0.27268
H 2.87298 0.05511 1.23117
H 2.01634 1.37126 0.41143
H 3.60968 1.18616 -0.11400
H 0.89166 -1.13019 1.29048
H -0.55401 -1.05852 -1.47468
H -3.04881 0.63798 -1.52082
H -3.38373 0.63442 0.36260
H -0.60651 -0.06374 1.27498
S 2.07123 -0.80605 -0.81718
S -2.31441 -1.48401 -0.07080
S -1.20728 1.51099 -0.37842
```

structure (SMILES): CSC1[C@H]2SCS[C@H]12
E_HOMO: -8.5 eV
lowest unoccupied orbital energy: 0.31 eV
gap between HOMO and LUMO: 8.8 eV
2S+1: 1

And the Löwdin charges, in e, turn out to be: -0.368 -0.627 -0.761 -0.626 -0.708 0.047 0.021 0.046 0.138 0.108 0.018 0.057 0.084 0.824 0.865 0.882

Best to worst by energy: version one, version two.

Version one
Here is the ion C6H11N4 with charge +1 from OMol25. Energies are from ωB97M-V with the def2-TZVPD basis set.

```
21
Properties=species:S:1:pos:R:3
C 1.81027 -2.40756 -1.38142
C 0.97310 -1.45784 0.30641
C 0.17709 -0.48185 -1.84890
C -1.04110 0.02338 -1.07730
C -0.23873 -0.10267 1.28217
C 0.58232 0.56261 2.33283
N 2.27897 -2.95868 -0.30246
N 1.74824 -2.36236 0.77739
N 0.93678 -1.40765 -1.05159
N -0.63725 0.76926 0.15219
H 2.06152 -2.68670 -2.38180
H -0.16002 -0.98611 -2.75948
H 0.81397 0.36095 -2.15076
H -1.62537 0.67856 -1.72528
H -1.66603 -0.81838 -0.77098
H -1.05793 -0.71871 1.62697
H 1.42442 1.10595 1.90694
H 0.98122 -0.19699 3.00041
H -0.02194 1.24900 2.92978
H 0.16045 1.38633 -0.06639
H -1.41156 1.37922 0.45355
```

E_HOMO: -13.3 eV
lowest unoccupied orbital energy: -3.66 eV
gap between HOMO and LUMO: 9.7 eV
2S+1: 1
net charge: +1

And the Löwdin charges, in e, turn out to be: -0.123 -0.138 -0.101 -0.089 -0.123 -0.058 0.037 0.055 -0.048 0.053 0.132 0.149 0.142 0.144 0.149 0.136 0.095 0.103 0.096 0.190 0.198

Version two
Here is a cluster of 2 separate species, C6H11N4 in total from OMol25. Energies are from ωB97M-V with the def2-TZVPD basis set.

```
21
Properties=species:S:1:pos:R:3
C -4.42776 0.62734 0.49105
C -4.42129 -0.21957 -0.52624
C -3.11298 0.76757 0.90816
C 1.57490 0.04481 -0.19325
C 3.80892 0.82140 -0.66793
C 3.36058 -1.25260 0.57014
N -3.15708 -0.57866 -0.76766
N -2.28566 0.12382 0.07856
N 2.84129 -0.16694 -0.22942
N 0.41228 0.10903 -0.03588
H -5.28248 1.02344 1.02704
H -5.24481 -0.60538 -1.12950
H -2.88611 1.44618 1.68893
H 3.46685 1.81801 -0.42711
H 4.78228 0.77222 0.08501
H 4.10946 0.84174 -1.74650
H 2.92047 -1.20435 1.58643
H 3.01890 -2.16685 0.18837
H 4.41763 -1.09556 0.60958
H -2.75956 -1.26696 -1.40482
H -1.13582 0.16129 -0.10497
```

E_HOMO: -13.0 eV
lowest unoccupied orbital energy: -2.80 eV
gap between HOMO and LUMO: 10.2 eV
2S+1: 1
net charge: +1

And the Löwdin charges, in e, turn out to be: -0.047 -0.070 -0.043 -0.228 -0.038 -0.016 0.071 0.077 -0.195 0.177 0.129 0.153 0.129 0.077 0.155 0.105 0.114 0.080 0.081 0.186 0.104

Best to worst by energy: version two, version one.